Entry 1:
{"formula": "C5H11NO", "method": "wB97M-V/def2-TZVPD", "e_lumo_ha": 0.0306, "homo_lumo_gap_ha": 0.373, "total_charge": 0, "smiles": "CC(C)N(C)C=O", "species": ["C", "C", "C", "N", "C", "C", "O", "H", "H", "H", "H", "H", "H", "H", "H", "H", "H", "H"], "coordinates": [[-1.0101, 0.4387, -1.5758], [0.1574, -0.1463, -0.7496], [1.3625, 0.8974, -0.5517], [-0.3342, -0.6719, 0.5269], [-0.6571, 0.2723, 1.5822], [0.1097, -1.9001, 0.9783], [0.6017, -2.7724, 0.2941], [-1.3263, 1.4023, -1.1658], [-0.6808, 0.6246, -2.6022], [-1.8989, -0.2116, -1.6364], [0.4809, -1.0765, -1.2725], [2.2655, 0.4126, -0.1506], [1.6067, 1.3060, -1.5344], [1.2825, 1.8237, 0.0829], [-0.5766, 1.3226, 1.2579], [-1.6906, 0.1069, 1.9898], [0.3223, 0.1973, 2.4523], [-0.0147, -2.0255, 2.0747]], "atomic_forces_ev_per_a": [[0.2, 0.3, 0.0], [0.0, 0.2, 0.0], [-0.1, -0.3, -0.2], [0.4, 0.0, 0.7], [2.2, 0.3, 2.3], [0.1, 0.1, -0.4], [-0.2, 0.3, 0.1], [-0.1, 0.0, 0.0], [0.0, 0.0, 0.1], [0.5, 0.0, 0.2], [0.3, 0.9, 0.3], [-0.3, -0.2, -0.3], [0.1, -0.2, -0.1], [-0.9, -1.1, -0.4], [-0.2, -0.6, -0.2], [1.2, 0.1, 0.0], [-3.4, 0.3, -2.0], [-0.1, 0.1, -0.3]], "nbo_charge": [-0.62, -0.05, -0.65, -0.48, -0.42, 0.54, -0.60, 0.20, 0.21, 0.22, 0.24, 0.22, 0.22, 0.21, 0.22, 0.22, 0.18, 0.11]}

=====

Entry 2:
{"formula": "C49H41N8O3RuS", "method": "wB97M-V/def2-TZVPD", "s2": 8.872, "e_lumo_ha": [-0.0270, -0.0483], "homo_lumo_gap_ha": [0.136, 0.187], "total_charge": 0, "multiplicity": 6, "species": ["Ru", "C", "O", "C", "C", "C", "C", "C", "C", "N", "N", "C", "C", "C", "C", "O", "C", "N", "C", "C", "C", "C", "H", "H", "H", "H", "H", "H", "H", "H", "H", "H", "H", "H", "S", "C", "C", "C", "C", "C", "C", "C", "C", "C", "N", "H", "H", "H", "H", "H", "H", "C", "O", "C", "C", "C", "C", "C", "C", "C", "N", "C", "C", "N", "C", "C", "C", "C", "N", "C", "C", "N", "C", "C", "C", "C", "H", "H", "H", "H", "H", "H", "H", "H", "H", "H", "H", "H", "H", "H", "C", "C", "C", "C", "H", "H", "H", "H", "H", "H", "H", "H", "H"], "coordinates": [[14.2092, -12.1185, 23.1979], [13.2479, -14.9717, 32.2282], [14.0568, -13.7361, 32.1689], [15.3242, -13.7790, 31.6791], [16.1265, -14.9129, 31.2868], [17.0612, -14.7855, 30.2813], [17.3778, -13.4388, 29.8675], [16.8830, -12.3283, 30.6091], [15.8467, -12.4567, 31.4814], [17.8914, -13.1785, 28.5959], [17.7839, -14.2271, 27.8400], [17.6625, -13.9450, 26.5134], [18.5898, -13.0915, 25.8319], [18.3751, -12.8382, 24.4791], [17.0490, -13.1670, 23.9644], [16.3716, -12.3015, 23.2755], [16.5353, -14.4443, 24.4546], [15.8316, -15.2872, 23.5862], [15.0915, -16.3013, 24.1586], [15.1116, -16.5233, 25.5083], [15.9139, -15.7550, 26.3780], [16.7250, -14.7557, 25.8037], [12.3464, -14.6579, 32.7519], [13.6789, -15.8034, 32.7519], [12.9505, -15.2300, 31.1834], [15.8654, -15.9385, 31.5886], [17.5454, -15.5899, 29.7085], [17.2820, -11.3287, 30.3439], [15.3105, -11.6152, 31.9342], [19.3154, -12.5549, 26.4420], [19.0299, -12.1898, 23.9029], [14.5353, -16.9453, 23.5313], [14.4147, -17.2724, 25.9456], [15.9021, -15.9489, 27.4633], [10.2127, -14.2038, 23.3924], [10.5669, -13.7375, 21.7385], [11.8088, -13.2318, 21.5304], [12.5615, -13.0585, 22.7088], [11.8458, -13.5701, 23.7892], [12.3861, -13.3055, 25.1077], [11.6991, -13.5168, 26.3431], [12.1918, -12.9073, 27.4821], [13.4227, -12.2276, 27.4093], [14.1095, -12.1535, 26.1979], [13.6063, -12.6534, 25.0808], [9.7686, -13.8604, 20.9649], [12.1838, -13.0369, 20.5179], [10.7661, -14.0762, 26.3059], [11.6765, -12.8380, 28.4400], [13.9102, -11.7930, 28.2728], [15.1011, -11.7328, 26.1982], [9.6398, -2.0409, 15.2026], [10.4840, -3.1402, 14.7870], [10.9050, -4.0112, 15.7136], [10.5999, -3.9410, 17.1023], [11.0470, -4.9849, 17.8936], [11.7752, -6.0544, 17.3913], [12.0604, -6.1034, 16.0135], [11.6051, -5.1198, 15.1597], [12.2638, -7.0009, 18.3406], [12.0713, -6.9107, 19.6605], [12.5760, -8.0533, 20.1861], [13.1471, -8.8744, 19.1997], [12.9090, -8.2038, 18.0079], [13.7745, -10.1149, 19.4317], [14.5048, -10.9225, 18.5508], [15.0093, -12.1285, 19.0156], [14.9328, -12.4414, 20.3651], [14.4227, -11.5801, 21.2575], [13.7625, -10.4812, 20.8175], [13.0419, -9.7113, 21.8313], [12.9426, -10.3158, 23.0381], [12.2930, -9.6339, 24.0195], [11.6548, -8.3981, 23.8094], [11.7077, -7.8171, 22.5396], [12.4234, -8.4521, 21.5408], [9.3795, -1.5439, 14.2753], [10.1889, -1.3419, 15.8271], [8.7196, -2.3877, 15.7287], [10.0336, -3.1119, 17.5525], [10.8293, -4.9979, 18.9875], [12.5560, -6.9781, 15.5836], [11.7341, -5.1458, 14.0549], [13.1092, -8.5439, 17.0716], [14.7026, -10.6826, 17.5235], [15.4538, -12.8460, 18.3096], [15.4420, -13.3011, 20.7776], [12.2220, -10.1262, 24.9814], [11.0957, -7.9370, 24.6229], [11.1516, -6.9164, 22.2717], [18.5778, -16.1173, 22.3135], [17.1731, -16.4016, 21.7469], [17.1917, -16.4378, 20.2163], [16.1299, -15.3274, 22.1754], [19.2927, -16.8356, 21.9044], [18.6300, -16.2808, 23.4285], [18.9427, -15.1354, 22.0371], [16.8453, -17.3830, 22.1071], [17.5323, -15.4780, 19.8413], [16.1995, -16.6616, 19.8339], [17.8398, -17.2319, 19.8224], [15.1902, -15.4795, 21.6196], [16.5264, -14.3364, 21.9227]], "atomic_forces_ev_per_a": [[-0.5, 1.9, -1.4], [-0.1, 1.8, -1.2], [-0.7, -2.1, 0.9], [1.4, 0.4, -0.4], [-1.9, -0.2, 0.2], [0.5, 1.8, -0.3], [0.1, -0.4, -1.5], [1.0, 0.9, -0.7], [-0.6, -1.3, 0.1], [0.4, 2.5, 3.0], [-1.1, -2.9, -2.0], [1.0, -0.2, 1.7], [-1.1, 0.5, -1.3], [-0.6, 0.6, 1.0], [1.1, -0.2, 0.8], [-0.5, -1.3, -0.3], [0.1, 0.3, -0.9], [-0.1, 0.7, 1.0], [0.1, -0.4, 1.0], [-0.5, 0.1, 0.7], [-0.5, -1.1, 0.7], [0.2, 0.4, -1.0], [0.1, 0.0, 0.0], [0.6, -0.2, 0.2], [0.4, -0.1, 0.7], [-0.2, 0.6, 0.0], [-0.4, 0.3, 0.7], [-0.3, -0.7, 0.1], [0.3, -0.3, -0.2], [0.1, -0.4, -0.3], [-0.3, 0.2, 0.1], [-0.5, -0.3, -0.8], [0.7, 0.5, -0.5], [0.2, 0.3, -0.8], [2.1, 1.3, -0.6], [-1.3, -0.5, -0.7], [-0.3, 0.0, -1.3], [-0.7, -1.3, 1.4], [-0.2, 0.0, 0.2], [0.2, 0.3, 1.5], [0.4, 0.4, -1.2], [0.9, 0.7, 0.2], [0.0, -0.3, -0.4], [-0.5, -0.6, 1.5], [-1.3, -0.6, -0.1], [1.0, -0.1, 0.8], [-0.3, 0.2, 0.5], [0.1, 0.2, 0.2], [-0.1, -0.5, -0.3], [-0.3, 0.0, 0.1], [0.2, 0.2, -0.4], [0.0, -0.7, -0.1], [-0.7, 1.2, 0.1], [-0.2, -0.9, 0.5], [0.3, 0.0, -1.1], [-0.3, 0.2, 1.2], [0.1, 1.0, -1.0], [-0.3, -0.4, -0.1], [-0.3, 0.7, 0.2], [0.5, -2.1, 1.4], [0.1, -0.1, -1.6], [0.2, -0.4, -1.1], [-1.0, 1.5, -0.2], [-0.3, 1.0, 0.6], [1.2, -0.7, 0.5], [-0.9, 0.5, 0.4], [0.3, -1.2, 0.3], [0.8, 0.7, -0.7], [0.1, -0.9, 0.1], [-1.0, 1.4, 0.6], [0.7, -1.0, -2.0], [1.1, 0.2, 1.8], [-0.6, 0.3, -0.5], [0.4, -1.2, 0.3], [-0.1, 0.2, -0.7], [0.4, -1.3, 0.8], [-0.1, 0.0, 0.0], [0.1, 0.0, 0.2], [0.7, 0.1, -0.4], [0.4, -0.5, -0.4], [0.2, 0.1, -1.1], [0.0, 0.3, 0.1], [0.0, 0.0, 1.1], [0.0, 0.2, 0.5], [-0.3, 0.4, -0.3], [-0.1, 0.4, 0.5], [-0.3, 0.0, -0.1], [0.1, 0.0, 0.0], [0.3, -0.1, -0.2], [0.3, -0.1, 0.3], [-0.2, -0.9, 0.9], [0.0, 0.3, 0.1], [0.1, -0.4, 0.3], [0.4, -0.1, -0.4], [-0.1, 0.0, -0.1], [-0.2, 0.5, -1.0], [-0.1, 0.4, 0.1], [-0.1, 0.1, 0.1], [0.0, 0.2, -0.3], [-0.2, 0.2, -0.1], [0.1, 0.3, 0.2], [0.2, 0.0, 0.1], [0.0, -0.3, -0.1]], "mulliken_spin": [1.21, 0.00, 0.04, 0.25, -0.10, 0.18, -0.05, 0.13, -0.09, 0.47, 0.31, 0.08, 0.11, 0.06, 0.25, 0.16, 0.11, 0.15, 0.34, -0.14, 0.58, 0.03, 0.00, 0.00, 0.00, -0.01, 0.01, 0.00, 0.00, 0.00, 0.01, 0.04, 0.00, 0.05, 0.02, -0.04, 0.07, -0.20, 0.08, 0.04, 0.03, -0.01, 0.03, 0.00, -0.03, 0.00, 0.00, 0.00, 0.00, 0.00, -0.01, 0.00, 0.00, 0.00, 0.00, 0.00, 0.00, 0.00, 0.00, 0.00, 0.00, -0.02, -0.06, 0.00, 0.02, 0.13, 0.09, 0.00, 0.11, 0.17, 0.07, 0.08, 0.00, 0.09, 0.10, -0.02, 0.00, 0.00, 0.00, 0.00, 0.00, 0.00, 0.00, 0.00, 0.00, 0.00, -0.01, 0.02, 0.01, 0.00, 0.02, 0.00, 0.00, 0.07, 0.00, 0.00, 0.00, 0.00, 0.00, 0.00, 0.00, -0.02, -0.01]}

=====

Entry 3:
{"formula": "C7H8N2O", "method": "wB97M-V/def2-TZVPD", "e_lumo_ha": [-0.0640, -0.0295], "homo_lumo_gap_ha": [0.244, 0.269], "total_charge": 0, "species": ["C", "C", "C", "C", "C", "C", "C", "N", "N", "O", "H", "H", "H", "H", "H", "H", "H", "H"], "coordinates": [[-0.9152, -2.5214, 0.0215], [-0.6930, 1.0964, 0.1392], [0.7278, 1.0448, 0.1200], [-1.0230, -1.1756, 0.0412], [-1.5452, 0.0189, 0.1171], [-3.0454, 0.2728, 0.1573], [3.5384, -1.0030, 0.2816], [-0.9221, -3.6895, -0.0066], [1.3233, -0.0487, 0.2546], [2.6956, 0.1241, 0.0874], [-1.1266, 2.1738, 0.1088], [1.4095, 1.9475, -0.0936], [-3.3162, 0.9207, 0.9238], [-3.5370, 0.7568, -0.7347], [-3.6287, -0.7487, 0.2499], [3.6222, -1.3431, 1.3506], [4.5406, -0.7187, 0.1236], [3.2375, -1.9388, -0.3047]], "atomic_forces_ev_per_a": [[-0.8, 0.5, 0.0], [0.5, 4.4, -0.2], [0.2, 3.0, -0.8], [0.6, -2.5, -0.1], [-1.7, 0.4, -0.3], [-1.7, -2.9, -1.9], [-1.6, -2.5, 1.3], [0.4, 0.1, 0.0], [2.1, -3.0, 0.5], [0.2, 0.4, -0.2], [0.6, -2.1, 0.1], [-1.5, -1.0, 0.4], [-0.3, 0.9, 1.8], [1.2, -0.5, 0.4], [1.2, 2.1, 0.1], [-0.8, 0.4, -0.6], [0.9, 0.7, -1.1], [0.3, 1.5, 0.5]], "nbo_charge": [0.14, -0.14, -0.04, 0.11, -0.13, -0.62, -0.26, -0.27, -0.08, -0.39, 0.21, 0.21, 0.22, 0.23, 0.23, 0.18, 0.20, 0.19]}

=====

Sequential energy relative to the best compared isomer or geometry (same formula, charge and spin) output: 1.548; 0.370; 6.750 eV